--- A ---
{"formula": "C4H10O", "method": "wB97M-V/def2-TZVPD", "smiles": "C=CCCO.[H][H]", "homo_ev": -9.651, "orbital_gap_ev": 10.65, "mol_weight_g_mol": 74.1, "symbols": ["C", "C", "C", "C", "O", "H", "H", "H", "H", "H", "H", "H", "H", "H", "H"], "coordinates": [[-2.228, -0.363, 0.079], [-1.016, -0.147, 0.583], [0.249, -0.806, 0.107], [1.482, 0.091, 0.108], [2.594, -0.757, -0.113], [-2.387, -1.029, -0.766], [-3.109, 0.132, 0.480], [-0.915, 0.551, 1.417], [0.110, -1.226, -0.895], [0.485, -1.646, 0.773], [1.406, 0.861, -0.675], [1.568, 0.611, 1.077], [3.387, -0.212, -0.160], [-0.964, 1.715, -0.831], [-0.696, 2.273, -1.240]], "lowdin_charge": [-0.03, -0.24, -0.20, -0.30, -0.07, 0.06, 0.06, 0.10, 0.12, 0.12, 0.10, 0.12, 0.09, 0.02, 0.06]}

---

--- B ---
{"formula": "C4H10O", "method": "wB97M-V/def2-TZVPD", "homo_ev": [-7.265, -6.957], "orbital_gap_ev": [8.30, 7.87], "mol_weight_g_mol": 74.1, "symbols": ["C", "O", "C", "C", "C", "H", "H", "H", "H", "H", "H", "H", "H", "H", "H"], "coordinates": [[-0.764, 0.623, -1.796], [-0.988, -0.251, -0.830], [-0.102, -0.970, -0.237], [0.916, 1.472, 0.630], [-0.465, -1.725, 0.987], [0.306, 1.387, -0.289], [-1.648, 1.102, -2.182], [0.153, 0.518, -2.367], [0.902, -0.975, -0.653], [0.368, 1.137, 1.516], [1.137, 2.535, 0.721], [1.852, 0.911, 0.556], [0.195, -1.457, 1.826], [-0.369, -2.807, 0.835], [-1.494, -1.500, 1.281]], "lowdin_charge": [-0.08, -0.11, -0.25, -0.05, -0.06, -0.02, 0.06, 0.08, 0.12, 0.03, 0.02, 0.03, 0.08, 0.07, 0.09]}

---

--- C ---
{"formula": "C4H10O", "method": "wB97M-V/def2-TZVPD", "smiles": "C=C(C)C.O", "homo_ev": -9.524, "orbital_gap_ev": 10.26, "mol_weight_g_mol": 74.1, "symbols": ["C", "C", "C", "C", "H", "H", "H", "H", "H", "H", "H", "H", "O", "H", "H"], "coordinates": [[-1.217, 0.819, 1.627], [-0.526, 0.872, 0.499], [0.394, 2.077, 0.225], [-0.487, -0.302, -0.500], [-1.890, -0.027, 1.808], [-1.235, 1.647, 2.344], [0.433, 2.410, -0.826], [1.390, 1.699, 0.511], [0.151, 2.945, 0.860], [-0.597, 0.033, -1.545], [-1.333, -0.966, -0.253], [0.450, -0.878, -0.412], [1.723, -3.760, -1.521], [1.725, -3.187, -0.721], [1.018, -3.382, -2.095]], "lowdin_charge": [0.01, -0.41, -0.08, -0.07, 0.06, 0.06, 0.07, 0.08, 0.07, 0.08, 0.07, 0.07, -0.09, 0.04, 0.04]}

---

Bottom line: C, by a margin of 1.151 eV.

---

--- A ---
{"formula": "C4H10O", "method": "wB97M-V/def2-TZVPD", "smiles": "C=O.CCC", "homo_ev": -10.224, "orbital_gap_ev": 11.00, "mol_weight_g_mol": 74.1, "symbols": ["C", "O", "H", "H", "C", "C", "C", "H", "H", "H", "H", "H", "H", "H", "H"], "coordinates": [[2.094, 4.947, 0.257], [3.079, 4.590, 0.877], [1.175, 4.761, 0.816], [2.207, 5.408, -0.726], [-1.763, -2.395, 0.450], [-0.621, -2.235, -0.576], [0.173, -0.912, -0.237], [-2.760, -2.439, 0.002], [-1.802, -1.547, 1.121], [-1.661, -3.248, 1.124], [-1.058, -2.076, -1.560], [0.084, -3.057, -0.544], [0.815, -0.873, -1.136], [-0.429, -0.097, -0.665], [0.468, -0.827, 0.795]], "lowdin_charge": [-0.12, -0.03, 0.08, 0.08, -0.13, -0.29, -0.13, 0.06, 0.05, 0.06, 0.09, 0.09, 0.07, 0.06, 0.07]}

---

--- B ---
{"formula": "C4H10O", "method": "wB97M-V/def2-TZVPD", "homo_ev": -7.755, "orbital_gap_ev": 7.32, "mol_weight_g_mol": 74.1, "symbols": ["C", "C", "C", "C", "H", "H", "H", "H", "H", "H", "H", "H", "H", "H", "O"], "coordinates": [[-0.143, -1.261, 1.461], [0.489, -0.752, 0.149], [-0.354, -0.250, -0.902], [0.323, 0.278, -2.143], [-0.874, -2.083, 1.277], [0.597, -1.559, 2.217], [-0.660, -0.400, 1.866], [1.532, -0.926, -0.004], [-1.395, -0.496, -0.981], [-0.365, 0.661, -2.855], [0.972, 1.115, -1.803], [0.929, -0.452, -2.628], [0.025, 0.429, 0.069], [0.084, 2.473, 1.176], [-0.342, 1.644, 1.285]], "lowdin_charge": [-0.06, -0.09, -0.12, -0.05, 0.09, 0.08, 0.05, 0.13, 0.14, 0.07, 0.11, 0.07, 0.10, -0.12, -0.42]}

---

--- C ---
{"formula": "C4H10O", "method": "wB97M-V/def2-TZVPD", "smiles": "CCOCC", "homo_ev": -9.655, "orbital_gap_ev": 10.77, "mol_weight_g_mol": 74.1, "symbols": ["C", "C", "O", "C", "C", "H", "H", "H", "H", "H", "H", "H", "H", "H", "H"], "coordinates": [[-0.638, -1.889, -0.802], [-0.828, -1.137, 0.507], [-0.712, 0.282, 0.439], [0.526, 0.791, 0.032], [0.697, 2.252, 0.220], [0.575, -2.106, -0.936], [-0.918, -1.143, -1.730], [-1.206, -2.912, -0.609], [-0.102, -1.630, 1.156], [-1.772, -1.224, 0.973], [1.290, 0.332, 0.704], [0.678, 0.490, -0.999], [1.776, 2.505, 0.112], [0.175, 2.995, -0.426], [0.461, 2.395, 1.358]], "lowdin_charge": [-0.12, -0.33, -0.17, -0.35, -0.10, 0.11, 0.12, 0.10, 0.11, 0.10, 0.13, 0.10, 0.08, 0.08, 0.11]}

---

Bottom line: C, by a margin of 0.110 eV.

---

--- A ---
{"formula": "C4H10O", "method": "wB97M-V/def2-TZVPD", "smiles": "C/C=C/C.O", "homo_ev": -8.954, "orbital_gap_ev": 9.81, "mol_weight_g_mol": 74.1, "symbols": ["C", "C", "C", "C", "H", "H", "H", "H", "H", "H", "H", "H", "O", "H", "H"], "coordinates": [[-0.707, 0.609, -0.755], [0.073, -0.363, 0.089], [0.598, -1.524, -0.333], [1.446, -2.492, 0.434], [-0.127, 1.504, -1.037], [-1.592, 0.930, -0.180], [-1.048, 0.107, -1.676], [0.138, -0.019, 1.130], [0.435, -1.853, -1.368], [2.496, -2.618, 0.120], [0.934, -3.465, 0.347], [1.429, -2.179, 1.491], [-1.000, 3.640, 0.683], [-1.320, 3.861, -0.221], [-1.755, 3.863, 1.275]], "lowdin_charge": [-0.13, -0.18, -0.20, -0.12, 0.07, 0.06, 0.07, 0.10, 0.10, 0.07, 0.07, 0.07, -0.09, 0.05, 0.05]}

---

--- B ---
{"formula": "C4H10O", "method": "wB97M-V/def2-TZVPD", "smiles": "C=C.CCO", "homo_ev": -9.833, "orbital_gap_ev": 10.90, "mol_weight_g_mol": 74.1, "symbols": ["C", "C", "H", "H", "H", "H", "C", "C", "O", "H", "H", "H", "H", "H", "H"], "coordinates": [[2.075, 0.181, 1.344], [2.558, 0.648, 0.189], [2.660, 0.407, 2.288], [1.186, -0.531, 1.455], [3.633, 0.892, 0.076], [1.774, 0.834, -0.668], [-1.616, -1.075, -0.121], [-1.876, 0.230, -0.874], [-0.748, 1.029, -1.122], [-1.025, -0.966, 0.809], [-2.561, -1.782, -0.021], [-0.984, -1.672, -0.740], [-2.651, 0.884, -0.380], [-2.220, -0.179, -1.887], [-0.205, 1.099, -0.348]], "lowdin_charge": [-0.11, -0.10, 0.06, 0.06, 0.05, 0.07, -0.11, -0.34, -0.08, 0.05, 0.12, 0.05, 0.12, 0.13, 0.04]}

---

Bottom line: A, by a margin of 1.573 eV.

---

--- A ---
{"formula": "C4H10O", "method": "wB97M-V/def2-TZVPD", "smiles": "CCCCO", "homo_ev": -10.306, "orbital_gap_ev": 11.33, "mol_weight_g_mol": 74.1, "symbols": ["C", "C", "C", "C", "O", "H", "H", "H", "H", "H", "H", "H", "H", "H", "H"], "coordinates": [[-2.211, 0.060, -0.233], [-0.815, 0.486, 0.258], [0.301, -0.527, -0.001], [1.671, 0.120, 0.089], [2.654, -0.888, -0.060], [-2.185, -0.907, -0.744], [-2.946, -0.006, 0.572], [-2.595, 0.781, -0.949], [-0.543, 1.421, -0.239], [-0.845, 0.718, 1.330], [0.201, -0.966, -1.000], [0.257, -1.352, 0.720], [1.764, 0.885, -0.701], [1.772, 0.637, 1.057], [3.519, -0.463, -0.098]], "lowdin_charge": [-0.11, -0.26, -0.22, -0.30, -0.07, 0.07, 0.06, 0.06, 0.10, 0.11, 0.12, 0.12, 0.12, 0.12, 0.08]}

---

--- B ---
{"formula": "C4H10O", "method": "wB97M-V/def2-TZVPD", "homo_ev": -7.372, "orbital_gap_ev": 8.46, "mol_weight_g_mol": 74.1, "symbols": ["C", "O", "C", "C", "C", "H", "H", "H", "H", "H", "H", "H", "H", "H", "H"], "coordinates": [[1.645, -0.810, -0.773], [0.930, -0.625, 0.330], [-0.185, 0.062, 0.352], [-1.086, 0.018, -0.844], [-0.757, 0.255, 1.724], [1.529, 1.073, -0.861], [1.116, -1.007, -1.699], [2.578, -1.325, -0.576], [0.937, 1.435, -0.431], [-1.417, -1.016, -1.041], [-0.595, 0.382, -1.753], [-1.973, 0.631, -0.666], [-1.292, 1.208, 1.781], [0.042, 0.259, 2.470], [-1.472, -0.539, 1.987]], "lowdin_charge": [-0.10, -0.14, -0.46, -0.07, -0.04, 0.08, 0.05, 0.06, 0.09, 0.10, 0.07, 0.09, 0.08, 0.09, 0.09]}

---

--- C ---
{"formula": "C4H10O", "method": "wB97M-V/def2-TZVPD", "homo_ev": -9.264, "orbital_gap_ev": 10.40, "mol_weight_g_mol": 74.1, "symbols": ["C", "C", "O", "C", "C", "H", "H", "H", "H", "H", "H", "H", "H", "H", "H"], "coordinates": [[2.065, 0.552, 0.408], [1.135, -0.345, -0.399], [0.477, -1.256, 0.182], [-1.642, -0.909, 0.449], [-1.980, 0.266, -0.193], [2.416, 1.395, -0.196], [2.938, -0.021, 0.747], [1.545, 0.925, 1.294], [0.212, 0.705, -0.851], [1.477, -0.530, -1.437], [-1.506, -0.944, 1.527], [-1.743, -1.870, -0.042], [-2.219, 1.154, 0.397], [-2.473, 0.222, -1.164], [-0.702, 0.657, -0.723]], "lowdin_charge": [-0.08, -0.46, -0.13, -0.04, -0.16, 0.07, 0.08, 0.08, 0.11, 0.12, 0.08, 0.08, 0.08, 0.08, 0.09]}

---

Bottom line: A, by a margin of 3.622 eV.

---

--- A ---
{"formula": "C5H13NO2", "method": "wB97M-V/def2-TZVPD", "smiles": "CCN[C@H](C)C=O.O", "homo_ev": -8.939, "orbital_gap_ev": 9.82, "mol_weight_g_mol": 119.2, "symbols": ["C", "C", "N", "C", "C", "C", "O", "H", "H", "H", "H", "H", "H", "H", "H", "H", "H", "H", "O", "H", "H"], "coordinates": [[0.454, 2.276, -1.421], [0.765, 0.976, -0.731], [-0.482, 0.208, -0.489], [-0.288, -1.230, -0.221], [-1.093, -2.054, -1.220], [-0.778, -1.479, 1.197], [-0.079, -1.444, 2.177], [0.060, 2.029, -2.403], [-0.086, 3.017, -0.834], [1.395, 2.795, -1.605], [1.378, 0.334, -1.348], [1.288, 1.031, 0.232], [-1.036, 0.696, 0.194], [0.780, -1.419, -0.242], [-1.222, -3.098, -0.898], [-0.548, -2.028, -2.158], [-2.092, -1.640, -1.338], [-1.863, -1.723, 1.245], [1.124, 1.286, 3.443], [1.915, 0.779, 3.196], [0.404, 0.687, 3.223]], "lowdin_charge": [-0.09, -0.28, -0.04, -0.38, -0.06, -0.22, 0.05, 0.08, 0.07, 0.07, 0.11, 0.11, 0.11, 0.14, 0.08, 0.08, 0.08, 0.14, -0.07, 0.04, 0.00]}

---

--- B ---
{"formula": "C5H13NO2", "method": "wB97M-V/def2-TZVPD", "smiles": "CC[C@@H](C)NC=O.O", "homo_ev": -9.520, "orbital_gap_ev": 10.24, "mol_weight_g_mol": 119.2, "symbols": ["C", "C", "C", "C", "N", "C", "O", "H", "H", "H", "H", "H", "H", "H", "H", "H", "H", "H", "O", "H", "H"], "coordinates": [[-0.034, -1.741, -0.122], [-0.781, -0.638, 0.601], [-0.250, 0.867, 0.414], [0.515, 1.087, -0.925], [-1.382, 1.755, 0.469], [-1.836, 2.375, 1.583], [-1.344, 2.252, 2.681], [-0.228, -2.719, 0.303], [-0.211, -1.679, -1.190], [1.030, -1.595, 0.069], [-1.812, -0.490, 0.278], [-0.796, -0.787, 1.676], [0.463, 1.040, 1.195], [1.442, 1.608, -0.723], [-0.093, 1.650, -1.618], [0.753, 0.144, -1.404], [-1.920, 1.878, -0.374], [-2.700, 3.027, 1.401], [2.966, -2.544, -1.750], [2.697, -3.403, -1.424], [3.519, -2.085, -1.138]], "lowdin_charge": [-0.12, -0.19, -0.33, -0.03, 0.02, -0.37, 0.02, 0.07, 0.07, 0.06, 0.10, 0.10, 0.13, 0.07, 0.07, 0.05, 0.13, 0.13, -0.05, 0.04, 0.02]}

---

--- C ---
{"formula": "C5H13NO2", "method": "wB97M-V/def2-TZVPD", "smiles": "CC(C)CC(N)=O.O", "homo_ev": -10.064, "orbital_gap_ev": 10.87, "mol_weight_g_mol": 119.2, "symbols": ["C", "C", "C", "C", "C", "N", "O", "H", "H", "H", "H", "H", "H", "H", "H", "H", "H", "H", "O", "H", "H"], "coordinates": [[1.705, 1.023, -0.474], [0.348, 1.086, 0.389], [-0.536, 2.242, -0.263], [-0.522, -0.165, 0.315], [-0.081, -1.490, 0.799], [0.982, -1.591, 1.755], [-0.596, -2.522, 0.373], [1.470, 0.797, -1.524], [2.257, 1.857, -0.349], [2.258, 0.076, -0.363], [0.638, 1.234, 1.421], [-1.585, 2.202, 0.244], [-0.492, 2.184, -1.293], [-0.106, 3.240, 0.061], [-1.311, 0.174, 0.837], [-1.053, -0.276, -0.650], [1.308, -2.535, 1.978], [1.504, -0.739, 1.891], [-2.053, -2.047, -2.041], [-2.824, -2.409, -1.622], [-1.311, -2.339, -1.486]], "lowdin_charge": [-0.05, -0.36, -0.06, -0.13, -0.46, 0.15, 0.02, 0.08, 0.03, 0.07, 0.11, 0.11, 0.04, 0.09, 0.08, 0.13, 0.11, 0.07, -0.07, 0.02, 0.00]}

---

Bottom line: B, by a margin of 0.180 eV.

---

--- A ---
{"formula": "C5H13NO2", "method": "wB97M-V/def2-TZVPD", "smiles": "[H]/N=C(C)\\C=C\\C.O.O", "homo_ev": -9.271, "orbital_gap_ev": 9.02, "mol_weight_g_mol": 119.2, "symbols": ["H", "N", "C", "C", "C", "C", "C", "H", "H", "H", "H", "H", "H", "H", "H", "O", "H", "H", "O", "H", "H"], "coordinates": [[0.890, -1.476, -1.272], [0.024, -1.410, -0.858], [-0.473, -0.303, -0.349], [-1.946, -0.284, -0.008], [0.294, 0.828, 0.116], [0.027, 2.024, 0.679], [0.659, 3.288, 0.328], [-2.157, -0.862, 0.891], [-2.403, 0.710, -0.084], [-2.698, -0.739, -0.807], [1.398, 0.634, 0.151], [-1.115, 2.121, 1.036], [-0.201, 3.723, -0.115], [1.433, 3.157, -0.435], [1.096, 3.969, 1.018], [1.456, -3.793, -2.064], [1.729, -4.307, -1.407], [0.575, -3.373, -2.095], [0.384, -1.275, 2.204], [1.036, -0.717, 1.659], [-0.009, -1.914, 1.413]], "lowdin_charge": [0.01, 0.13, -0.43, -0.06, -0.13, -0.14, -0.09, 0.08, 0.06, 0.12, 0.13, 0.15, 0.08, 0.09, 0.07, -0.02, -0.05, 0.04, -0.16, 0.03, 0.11]}

---

--- B ---
{"formula": "C5H13NO2", "method": "wB97M-V/def2-TZVPD", "homo_ev": -7.631, "orbital_gap_ev": 4.71, "mol_weight_g_mol": 119.2, "symbols": ["N", "C", "C", "C", "C", "C", "H", "H", "H", "H", "H", "H", "H", "H", "H", "H", "H", "O", "H", "H", "O"], "coordinates": [[0.614, -1.866, -1.500], [1.258, -0.614, -1.121], [0.389, 0.582, -1.412], [-0.516, 0.932, -0.469], [-1.246, 2.098, -0.586], [-1.986, 2.561, 0.542], [-0.283, -1.711, -1.887], [1.512, -0.836, -0.058], [2.229, -0.469, -1.599], [0.479, 1.131, -2.347], [-0.450, 0.316, 0.431], [-1.543, 2.422, -1.591], [-2.918, 2.134, 0.726], [-2.144, 3.600, 0.707], [-1.341, 2.227, 1.351], [1.277, -3.773, 1.136], [0.607, -2.498, -0.594], [1.052, -2.895, 0.861], [1.078, -1.652, 1.851], [0.887, -0.913, 3.248], [1.043, -0.773, 2.311]], "lowdin_charge": [0.03, -0.27, 0.07, -0.08, -0.03, -0.06, 0.04, 0.11, 0.11, 0.13, 0.13, 0.14, 0.09, 0.09, 0.10, -0.07, 0.04, -0.39, -0.06, 0.01, -0.14]}

---

Bottom line: A, by a margin of 1.556 eV.